Here is C67H67GeN6O2P3Ti as an isolated structure in a non-equilibrium geometry from OMol25. Energies are from ωB97M-V with the def2-TZVPD basis set.

Element x y z (Å)
Ti 0.457 0.665 0.064
C 2.468 -2.373 0.160
N 1.148 -2.621 0.751
P -0.087 -2.401 -0.505
C 0.533 -3.754 -1.593
C 1.266 -4.852 -1.112
C 1.723 -5.836 -1.960
C 1.442 -5.785 -3.319
C 0.688 -4.724 -3.810
C 0.250 -3.730 -2.960
C -1.534 -3.341 0.177
C -1.641 -4.737 0.139
C -2.806 -5.374 0.518
C -3.907 -4.643 0.936
C -3.821 -3.259 0.963
C -2.661 -2.621 0.577
P 0.805 -1.535 2.079
C -0.403 -2.599 2.959
C -1.290 -2.000 3.852
C -2.130 -2.771 4.630
C -2.091 -4.154 4.542
C -1.197 -4.759 3.669
C -0.357 -3.992 2.892
C 2.131 -2.054 3.250
C 2.890 -3.227 3.192
C 3.814 -3.516 4.175
C 4.001 -2.657 5.249
C 3.237 -1.496 5.330
C 2.319 -1.205 4.345
H 2.933 -3.321 -0.121
H 3.129 -1.880 0.879
H 2.408 -1.760 -0.751
H 1.470 -4.925 -0.054
H 2.307 -6.658 -1.565
H 1.800 -6.559 -3.984
H 0.454 -4.674 -4.866
H -0.323 -2.913 -3.375
H -0.809 -5.340 -0.192
H -2.857 -6.457 0.477
H -4.820 -5.148 1.227
H -4.664 -2.665 1.287
H -2.618 -1.545 0.617
H -1.322 -0.922 3.919
H -2.823 -2.289 5.309
H -2.753 -4.756 5.153
H -1.164 -5.840 3.599
H 0.337 -4.470 2.219
H 2.759 -3.912 2.369
H 4.404 -4.423 4.112
H 4.729 -2.887 6.017
H 3.369 -0.822 6.167
H 1.722 -0.303 4.412
O -2.773 0.208 2.150
C -1.644 0.500 1.732
O -1.095 -0.058 0.680
C -0.776 1.479 2.368
C -0.999 2.016 3.630
C -0.069 2.855 4.200
C 1.050 3.267 3.423
C 2.037 4.128 3.909
C 3.072 4.576 3.099
C 3.110 4.204 1.769
C 2.156 3.330 1.264
C 1.157 2.790 2.084
N 0.322 1.824 1.599
H -1.901 1.729 4.153
H -0.205 3.255 5.195
H 1.983 4.451 4.942
H 3.832 5.231 3.509
H 3.886 4.583 1.115
H 2.157 3.048 0.217
C -3.675 -2.802 -3.720
C -3.515 -1.643 -2.801
C -4.439 -0.812 -2.203
C -3.677 0.137 -1.493
N -2.389 -0.096 -1.658
N -2.305 -1.169 -2.436
C -4.122 1.258 -0.633
H -4.731 -2.968 -3.923
H -3.252 -3.704 -3.277
H -3.164 -2.609 -4.666
H -5.508 -0.872 -2.265
H -1.387 -1.531 -2.646
H -5.032 1.725 -1.006
H -3.307 1.979 -0.623
H -4.283 0.904 0.387
C -0.571 0.946 -3.935
P 0.875 0.863 -2.758
C 1.947 2.142 -3.621
C 1.806 -0.613 -4.010
H -0.301 1.575 -4.784
H -1.425 1.375 -3.415
H -0.830 -0.044 -4.308
H 2.265 1.814 -4.610
H 2.827 2.356 -3.015
H 1.362 3.059 -3.695
H 1.539 -0.604 -5.070
H 1.571 -1.598 -3.605
H 2.890 -0.490 -3.933
N 6.702 0.932 0.789
C 5.311 0.834 0.647
C 4.711 0.729 -0.624
C 3.353 0.602 -0.722
N 2.505 0.573 0.330
C 3.096 0.653 1.554
C 4.453 0.769 1.747
H 7.144 1.375 -0.006
H 6.975 1.371 1.657
H 5.317 0.760 -1.519
H 2.879 0.512 -1.697
H 2.441 0.647 2.414
H 4.846 0.824 2.752
C 0.393 1.996 -1.376
Ge -0.771 3.541 -1.233
C 0.272 5.195 -1.826
C 1.653 5.195 -1.955
C 2.356 6.343 -2.278
C 1.679 7.535 -2.468
C 0.301 7.562 -2.335
C -0.388 6.404 -2.021
C -1.267 4.319 0.570
C -0.418 5.275 1.118
C -0.685 5.876 2.332
C -1.824 5.536 3.039
C -2.666 4.566 2.528
C -2.381 3.958 1.318
C -2.314 3.954 -2.513
C -2.004 3.961 -3.868
C -2.961 4.211 -4.832
C -4.267 4.473 -4.454
C -4.589 4.500 -3.109
C -3.622 4.241 -2.152
H 2.184 4.269 -1.785
H 3.435 6.313 -2.375
H 2.223 8.440 -2.717
H -0.234 8.496 -2.472
H -1.464 6.441 -1.909
H 0.476 5.559 0.581
H -0.001 6.617 2.728
H -2.049 6.015 3.984
H -3.553 4.277 3.076
H -3.043 3.184 0.966
H -0.980 3.776 -4.163
H -2.691 4.206 -5.881
H -5.025 4.667 -5.204
H -5.603 4.730 -2.806
H -3.885 4.283 -1.103

**Total charge**: -2
**2S+1**: 1
**Frontier orbital gap (alpha / beta)**: 0.1182 / 0.1182 hartree
**Energy relative to the best compared isomer or geometry (same formula, charge and spin)**: 21.7 kcal per mole

***

Here is a 4-piece molecular cluster, C67H69BrN2O16S overall in a non-equilibrium geometry from OMol25. Energies are from ωB97M-V with the def2-TZVPD basis set.

Element x y z (Å)
C 0.673 -2.242 -0.828
C -0.756 -3.009 -0.777
C -1.667 -2.589 0.476
C -2.084 -1.038 0.486
O -2.427 -0.618 -0.864
C -2.748 0.787 -0.907
C -4.367 0.972 -0.826
C -4.961 0.173 -2.091
N -6.456 0.113 -2.127
C -4.782 2.523 -0.773
C -6.348 2.741 -0.379
C -6.792 1.981 0.957
C -8.160 1.119 0.788
C -9.338 1.933 0.063
C -9.832 1.006 -1.176
O -10.902 1.602 -1.938
C -10.498 1.914 -3.288
C -10.185 0.633 -4.205
C -3.961 3.379 0.327
O -3.793 2.623 1.591
N -2.695 3.073 2.249
O -2.065 2.110 2.603
O -4.672 3.042 -2.123
S -3.123 3.005 -2.739
O -3.286 2.996 -4.251
O -2.495 4.355 -2.421
C -2.072 1.588 -2.140
C -0.724 2.262 -1.518
C 0.420 1.175 -1.257
C 1.807 1.823 -0.714
C 2.402 2.876 -1.785
O 2.730 2.570 -2.948
O 2.510 4.231 -1.306
C 3.946 4.506 -1.179
C 4.491 5.268 -2.480
C -1.725 0.684 -3.409
C -0.630 1.279 -4.397
O -0.384 2.462 -4.630
Br 0.452 -0.064 -5.431
H 0.668 -1.550 -1.736
H 1.495 -3.035 -0.972
H 0.911 -1.710 0.154
H -0.502 -4.121 -0.634
H -1.319 -2.927 -1.771
H -1.115 -2.903 1.422
H -2.612 -3.241 0.418
H -1.266 -0.407 0.969
H -3.021 -0.961 1.149
H -2.317 1.236 0.067
H -4.679 0.373 0.100
H -4.631 0.624 -3.104
H -4.603 -0.922 -2.135
H -6.799 -0.838 -2.287
H -6.848 0.792 -2.790
H -7.014 2.464 -1.268
H -6.490 3.868 -0.220
H -7.069 2.803 1.722
H -5.984 1.356 1.457
H -7.915 0.204 0.153
H -8.577 0.791 1.813
H -9.053 2.971 -0.309
H -10.219 2.091 0.792
H -8.904 0.796 -1.807
H -10.151 -0.014 -0.739
H -9.566 2.582 -3.228
H -11.350 2.488 -3.811
H -9.037 0.576 -4.310
H -10.519 -0.362 -3.757
H -10.574 0.747 -5.282
H -4.555 4.330 0.599
H -2.910 3.664 -0.001
H -0.932 2.763 -0.499
H -0.290 3.079 -2.179
H 0.707 0.550 -2.164
H 0.089 0.443 -0.442
H 1.618 2.324 0.301
H 2.546 0.950 -0.620
H 4.480 3.510 -1.026
H 4.088 5.162 -0.259
H 3.720 5.147 -3.311
H 5.471 4.774 -2.821
H 4.634 6.397 -2.321
H -2.683 0.511 -4.030
H -1.365 -0.379 -3.141
O -3.444 -5.563 1.083
C -3.963 -6.555 1.564
C -4.443 -6.548 2.965
C -4.319 -5.387 3.730
C -4.803 -5.359 5.033
C -5.413 -6.488 5.576
C -5.523 -7.651 4.823
C -5.032 -7.685 3.517
C -5.138 -8.934 2.729
O -5.603 -9.944 3.229
C -4.676 -8.936 1.322
C -4.802 -10.096 0.557
C -4.402 -10.098 -0.774
C -3.875 -8.942 -1.346
C -3.734 -7.788 -0.582
C -4.130 -7.784 0.756
H -3.849 -4.504 3.311
H -4.710 -4.455 5.625
H -5.802 -6.461 6.589
H -5.995 -8.529 5.253
H -5.217 -10.998 0.996
H -4.505 -11.000 -1.368
H -3.572 -8.941 -2.388
H -3.320 -6.892 -1.033
O 7.582 6.022 -0.574
C 8.660 6.265 -0.060
C 9.760 5.276 -0.118
C 9.565 4.065 -0.784
C 10.605 3.147 -0.877
C 11.843 3.435 -0.306
C 12.035 4.632 0.373
C 10.992 5.553 0.475
C 11.202 6.817 1.216
O 12.261 7.035 1.779
C 10.109 7.815 1.256
C 10.306 9.026 1.921
C 9.298 9.983 1.936
C 8.090 9.734 1.288
C 7.885 8.523 0.636
C 8.893 7.557 0.624
H 8.604 3.838 -1.235
H 10.452 2.209 -1.399
H 12.658 2.723 -0.390
H 13.001 4.848 0.820
H 11.247 9.227 2.424
H 9.455 10.925 2.450
H 7.307 10.486 1.292
H 6.941 8.335 0.136
O 3.390 -3.080 0.848
C 4.515 -3.241 1.290
C 5.177 -4.562 1.200
C 4.514 -5.625 0.586
C 5.144 -6.858 0.463
C 6.437 -7.034 0.950
C 7.094 -5.982 1.578
C 6.463 -4.745 1.710
C 7.164 -3.636 2.396
O 8.264 -3.811 2.889
C 6.510 -2.310 2.468
C 7.174 -1.246 3.080
C 6.583 0.011 3.123
C 5.327 0.211 2.555
C 4.655 -0.850 1.957
C 5.243 -2.115 1.917
H 3.509 -5.493 0.200
H 4.629 -7.683 -0.019
H 6.933 -7.993 0.842
H 8.099 -6.127 1.960
H 8.155 -1.395 3.520
H 7.103 0.838 3.596
H 4.870 1.195 2.581
H 3.676 -0.687 1.519

**2S+1**: 1
**Frontier orbital gap**: 0.3057 hartree

***

Here is a 16-piece molecular cluster, C68H106Br2N6O9 overall in a non-equilibrium geometry from OMol25. Energies are from ωB97M-V with the def2-TZVPD basis set.

Element x y z (Å)
Br -4.697 -17.167 17.123
C -5.413 -15.328 17.169
C -7.001 -15.248 17.016
Br -7.460 -13.314 16.795
H -4.894 -14.752 16.403
H -5.054 -14.918 18.113
H -7.564 -15.644 17.861
H -7.339 -15.646 16.059
N -9.697 -8.429 20.330
C -10.745 -9.294 20.454
C -10.791 -10.490 19.690
C -9.760 -10.658 18.704
C -8.713 -9.715 18.585
C -8.773 -8.586 19.365
H -11.473 -9.085 21.224
H -11.601 -11.183 19.865
H -9.676 -11.534 18.079
H -7.947 -9.813 17.830
H -7.940 -7.905 19.263
N -4.399 -10.900 20.455
C -5.355 -11.699 19.936
C -5.697 -12.959 20.538
C -4.954 -13.368 21.698
C -3.954 -12.526 22.192
C -3.712 -11.321 21.527
H -5.845 -11.349 19.039
H -6.554 -13.482 20.140
H -5.238 -14.276 22.209
H -3.372 -12.770 23.068
H -2.957 -10.653 21.914
N -4.210 -20.183 12.939
C -5.436 -20.115 13.512
C -6.388 -21.160 13.373
C -6.056 -22.318 12.695
C -4.765 -22.413 12.211
C -3.951 -21.303 12.243
H -5.777 -19.212 13.998
H -7.350 -21.070 13.856
H -6.740 -23.154 12.688
H -4.337 -23.317 11.805
H -2.970 -21.430 11.809
N -3.026 -17.837 24.732
C -2.534 -16.723 24.063
C -3.150 -16.263 22.861
C -4.424 -16.814 22.498
C -4.966 -17.849 23.225
C -4.265 -18.314 24.382
H -1.587 -16.301 24.367
H -2.584 -15.529 22.308
H -5.031 -16.582 21.635
H -5.934 -18.281 23.020
H -4.589 -19.203 24.904
N -0.665 -20.887 20.618
C -1.740 -20.461 21.375
C -2.584 -19.494 20.899
C -2.341 -18.875 19.656
C -1.275 -19.261 18.953
C -0.477 -20.328 19.407
H -1.955 -20.953 22.312
H -3.481 -19.195 21.421
H -2.995 -18.119 19.247
H -1.110 -18.844 17.971
H 0.369 -20.691 18.843
N -10.713 -16.192 17.313
C -10.895 -15.805 16.022
C -11.549 -14.643 15.620
C -11.923 -13.685 16.574
C -11.726 -14.037 17.889
C -11.137 -15.247 18.183
H -10.634 -16.514 15.251
H -11.722 -14.608 14.554
H -12.340 -12.776 16.167
H -11.988 -13.483 18.778
H -10.967 -15.559 19.203
C -4.734 -16.004 13.585
C -5.654 -14.953 13.162
C -4.802 -13.696 12.959
O -3.778 -13.899 13.911
C -3.459 -15.283 13.989
H -4.441 -16.488 12.653
H -5.071 -16.808 14.239
H -6.381 -14.710 13.938
H -6.239 -15.159 12.266
H -5.369 -12.799 13.209
H -4.439 -13.557 11.941
H -3.244 -15.547 15.024
H -2.612 -15.417 13.316
C -8.313 -19.953 19.488
C -7.095 -19.084 19.836
C -7.697 -17.907 20.567
O -8.970 -17.755 19.929
C -9.471 -18.995 19.424
H -8.347 -20.796 20.178
H -8.065 -20.409 18.530
H -6.535 -18.732 18.969
H -6.448 -19.650 20.506
H -7.068 -17.026 20.438
H -7.798 -18.056 21.642
H -9.753 -18.765 18.396
H -10.332 -19.349 19.991
C 0.317 -18.803 14.139
C -1.139 -19.154 13.756
C -1.798 -18.831 15.078
O -1.020 -17.875 15.792
C 0.142 -17.604 15.032
H 0.943 -18.620 13.266
H 0.735 -19.631 14.712
H -1.204 -20.219 13.530
H -1.544 -18.537 12.954
H -1.968 -19.729 15.672
H -2.756 -18.330 14.937
H 1.086 -17.493 15.566
H 0.070 -16.676 14.466
C -9.677 -19.011 14.698
C -9.878 -18.333 13.386
C -8.559 -17.558 13.239
O -8.202 -17.224 14.549
C -8.484 -18.288 15.414
H -9.589 -20.096 14.662
H -10.556 -18.884 15.331
H -10.796 -17.746 13.393
H -9.881 -19.147 12.661
H -8.718 -16.728 12.550
H -7.749 -18.079 12.728
H -8.669 -17.987 16.445
H -7.595 -18.917 15.463
C -7.773 -11.330 13.491
C -8.423 -12.415 12.687
C -9.605 -11.694 12.001
O -9.711 -10.372 12.525
C -8.996 -10.383 13.746
H -7.086 -10.746 12.878
H -7.287 -11.649 14.413
H -8.766 -13.249 13.300
H -7.804 -12.870 11.914
H -10.525 -12.244 12.200
H -9.324 -11.524 10.962
H -9.636 -10.694 14.571
H -8.813 -9.323 13.923
C -1.945 -14.426 17.704
C -2.150 -13.760 19.063
C -1.270 -12.520 18.895
O -0.281 -12.860 17.929
C -0.503 -14.112 17.270
H -2.585 -14.072 16.896
H -2.225 -15.479 17.679
H -1.747 -14.288 19.927
H -3.194 -13.540 19.284
H -0.824 -12.178 19.829
H -1.814 -11.658 18.509
H 0.228 -14.841 17.622
H -0.516 -14.111 16.181
C -10.408 -14.129 21.775
C -9.758 -12.780 22.023
C -8.434 -13.177 22.661
O -8.075 -14.306 21.883
C -9.220 -14.967 21.314
H -11.196 -13.975 21.037
H -10.854 -14.474 22.708
H -10.346 -12.094 22.633
H -9.510 -12.211 21.127
H -8.701 -13.481 23.673
H -7.632 -12.444 22.743
H -9.281 -16.008 21.631
H -9.166 -15.017 20.226
C -4.436 -21.132 17.941
C -5.648 -21.697 17.236
C -5.044 -22.518 16.126
O -3.878 -23.092 16.847
C -3.427 -22.262 17.899
H -4.622 -20.682 18.916
H -3.933 -20.502 17.208
H -6.289 -20.874 16.919
H -6.291 -22.384 17.785
H -4.821 -21.957 15.219
H -5.720 -23.339 15.888
H -2.375 -21.994 17.798
H -3.650 -22.815 18.812
C -5.101 -10.240 16.417
C -4.831 -9.265 15.343
C -3.844 -9.988 14.444
O -3.293 -11.026 15.227
C -4.313 -11.551 16.080
H -6.166 -10.328 16.628
H -4.650 -9.808 17.311
H -4.429 -8.313 15.689
H -5.785 -9.072 14.854
H -3.002 -9.375 14.121
H -4.290 -10.409 13.543
H -3.855 -12.039 16.940
H -4.843 -12.348 15.559

**2S+1**: 1
**Frontier orbital gap**: 0.3459 hartree

***

Calculated energy (eV), listed in the same order as above: -191097.774 -187207.688 -239680.516